Computed, not measured: a 5-piece molecular cluster, C22H29N6O4P overall at a distorted geometry, with ωB97M-V/def2-TZVPD.

Last column: natural (NBO) charge in e.
Element x y z (Å)
C  -0.13018  -3.75853  0.28575  -0.43
N  -0.02455  -4.65481  -0.86400  -0.61
C  -0.25375  -4.00209  -2.14140  -0.26
C  0.78119  -2.96087  -2.45378  -0.05
C  2.12727  -3.02199  -2.57068  -0.44
P  3.39621  -4.34644  -2.54675  1.26
N  4.66204  -3.68539  -1.59941  -1.13
O  2.78708  -5.40728  -1.47050  -0.96
C  2.55826  -1.62418  -2.92621  0.78
O  3.60018  -1.06767  -2.76544  -0.55
O  1.44935  -0.96328  -3.43473  -0.50
C  0.38926  -1.54994  -2.74915  0.77
O  -0.56959  -0.93700  -2.39965  -0.52
H  -0.63224  -2.81476  0.04019  0.18
H  0.85984  -3.52327  0.68734  0.19
H  -0.69953  -4.23295  1.08639  0.21
H  -0.65223  -5.43769  -0.75882  0.37
H  -0.29177  -4.74850  -2.93981  0.23
H  -1.22831  -3.48573  -2.14582  0.19
H  4.29756  -3.17816  -0.79479  0.38
H  5.17096  -2.99757  -2.15120  0.40
H  3.50548  -6.02362  -1.25937  0.50
C  -2.45284  1.14877  -0.81394  -0.30
C  -2.65751  1.43289  0.56544  -0.32
C  -3.46904  2.53736  0.64299  -0.12
N  -3.75777  2.93107  -0.63518  -0.51
C  -3.14316  2.09076  -1.52548  -0.07
H  -1.86707  0.34720  -1.23334  0.25
H  -2.25608  0.88420  1.40297  0.23
H  -3.86191  3.07476  1.49107  0.22
H  -4.32613  3.72026  -0.88280  0.41
H  -3.24930  2.23489  -2.58669  0.22
C  0.77663  4.85188  3.04815  -0.31
C  -0.24171  4.95363  4.03414  -0.30
C  -1.29502  4.18613  3.60992  -0.09
N  -0.95382  3.62834  2.40958  -0.52
C  0.30522  4.02630  2.06074  -0.08
H  1.74196  5.32942  3.06243  0.22
H  -0.20486  5.52338  4.94745  0.22
H  -2.25367  3.99152  4.06078  0.21
H  -1.54148  3.01697  1.86184  0.42
H  0.75701  3.69058  1.14299  0.21
C  8.08820  -1.01958  -0.66704  -0.29
C  8.60553  -1.64276  -1.83477  -0.31
C  7.65333  -1.52814  -2.81264  -0.09
N  6.58207  -0.86392  -2.28021  -0.52
C  6.83929  -0.54818  -0.97529  -0.08
H  8.57714  -0.92754  0.28811  0.22
H  9.56519  -2.11920  -1.94338  0.22
H  7.64733  -1.86174  -3.83633  0.21
H  5.73224  -0.64272  -2.76944  0.43
H  6.11578  -0.01754  -0.38048  0.21
C  -7.23756  1.73763  3.72826  -0.29
C  -8.29240  2.49199  3.14540  -0.31
C  -7.90445  2.81931  1.87386  -0.08
N  -6.65752  2.29507  1.66856  -0.51
C  -6.24459  1.63208  2.79120  -0.08
H  -7.21247  1.31971  4.72047  0.22
H  -9.22724  2.76165  3.60700  0.22
H  -8.40698  3.37735  1.10272  0.21
H  -6.12339  2.37940  0.82299  0.41
H  -5.28590  1.14355  2.82438  0.21

Results
**Net charge**: 0
**Energy above the lowest of the compared OMol25 structures with the same formula, charge and spin**: 0.000 eV
**Electronic energy**: -49702.891 eV
**HOMO-LUMO gap**: 6.9 eV
**SMILES**: CNCC1=C(P(N)O)C(=O)OC1=O.c1cc[nH]c1.c1cc[nH]c1.c1cc[nH]c1.c1cc[nH]c1


Computed, not measured: one molecule with the formula C22H29N7O5S2 at a distorted geometry, with ωB97M-V/def2-TZVPD.

Last column: natural (NBO) charge in e.
Element x y z (Å)
C  -6.64796  -1.67180  2.00903  -0.64
C  -5.75681  -2.41000  1.01156  -0.05
O  -4.88253  -1.57422  0.28860  -0.55
C  -5.50921  -0.75235  -0.67318  -0.06
C  -4.42477  -0.03554  -1.46988  -0.41
C  -3.65488  0.94152  -0.58365  -0.24
N  -2.49982  1.45696  -1.28020  -0.61
C  -2.12724  2.73796  -1.24669  0.66
O  -2.73462  3.64094  -0.70862  -0.64
C  -0.79460  2.99377  -1.98929  -0.31
N  0.33336  2.56189  -1.18657  -0.40
C  0.93903  3.42826  -0.34685  0.31
N  1.92973  3.13907  0.42250  -0.48
C  2.38979  1.87824  0.33798  0.05
S  3.71810  1.31226  1.27509  0.47
C  3.60182  -0.26931  0.54224  -0.08
C  4.56617  -1.30223  0.99239  -0.68
C  2.58869  -0.34194  -0.36518  -0.38
S  2.37171  -1.74285  -1.49115  2.35
O  1.99772  -1.22298  -2.76554  -0.91
O  3.57800  -2.52052  -1.41942  -0.96
N  1.17534  -2.76030  -0.96322  -0.66
C  -0.21096  -2.44310  -1.20817  -0.24
C  -0.93573  -2.08317  0.10651  -0.25
N  0.02707  -1.65935  1.09113  -0.41
C  0.03886  -0.42556  1.62339  0.59
N  0.97830  -0.16745  2.54720  -0.54
C  0.96637  1.03315  3.09200  0.11
C  0.03376  2.00241  2.75396  -0.36
C  -0.88403  1.63998  1.77884  0.09
N  -0.88803  0.45084  1.20655  -0.54
C  0.99273  -2.65646  1.49179  -0.24
C  1.42408  -3.47718  0.25767  -0.25
C  1.87148  0.88489  -0.49138  -0.22
C  0.70020  1.20551  -1.26455  0.68
O  0.01431  0.44601  -1.92559  -0.65
H  -7.39014  -1.06286  1.49904  0.20
H  -7.16652  -2.39369  2.63368  0.22
H  -6.04072  -1.02880  2.64113  0.21
H  -5.09764  -3.09801  1.54762  0.18
H  -6.38088  -2.99177  0.31513  0.16
H  -6.12593  -1.37071  -1.34438  0.17
H  -6.16247  -0.01289  -0.18971  0.16
H  -4.88148  0.49290  -2.30744  0.21
H  -3.73268  -0.78279  -1.86265  0.20
H  -3.33526  0.42236  0.32602  0.22
H  -4.27880  1.79445  -0.30653  0.22
H  -1.84391  0.78025  -1.65865  0.43
H  -0.77988  2.43256  -2.92651  0.25
H  -0.70469  4.06324  -2.18360  0.23
H  0.55212  4.43689  -0.31809  0.21
H  4.23362  -1.74327  1.93296  0.23
H  4.64993  -2.08056  0.23917  0.28
H  5.54068  -0.85037  1.16496  0.23
H  -0.69218  -3.30928  -1.67681  0.19
H  -0.21436  -1.61446  -1.91303  0.27
H  -1.65239  -1.27852  -0.04264  0.26
H  -1.46473  -2.96014  0.49812  0.19
H  1.73916  1.21567  3.82824  0.20
H  0.02878  2.97658  3.20936  0.23
H  -1.64843  2.32642  1.43667  0.21
H  1.83320  -2.13272  1.94658  0.24
H  0.55072  -3.31944  2.24776  0.19
H  0.86791  -4.41872  0.20927  0.20
H  2.48945  -3.70288  0.28521  0.24

Results
**Net charge**: 0
**Energy above the lowest of the compared OMol25 structures with the same formula, charge and spin**: 0.502 eV
**Electronic energy**: -65624.333 eV
**HOMO-LUMO gap**: 8.5 eV
**SMILES**: CCOCCCNC(=O)Cn1cnc2sc(C)c(S(=O)(=O)N3CCN(c4ncccn4)CC3)c2c1=O


Computed, not measured: one molecule with the formula C22H29NO8 at a distorted geometry, with ωB97M-V/def2-TZVPD.

Last column: natural (NBO) charge in e.
Element x y z (Å)
C  -5.98285  2.72814  -0.40150  -0.25
O  -5.16596  2.76460  0.74409  -0.49
C  -4.08035  1.95081  0.80636  0.36
C  -3.32215  2.04366  1.97028  -0.34
C  -2.19184  1.26136  2.13499  0.36
O  -1.41302  1.41485  3.25603  -0.52
C  -1.83703  0.64915  4.36927  -0.25
C  -1.80587  0.36784  1.13407  -0.16
C  -0.60165  -0.44583  1.25750  0.17
N  -0.33842  -1.22928  2.27155  -0.11
O  0.84844  -1.82531  2.04397  -0.24
C  1.33504  -1.40958  0.86500  0.22
C  2.67245  -1.84957  0.39159  0.76
O  3.33175  -1.18396  -0.36546  -0.57
O  2.98915  -3.01469  0.92512  -0.50
C  4.25948  -3.65688  0.63148  0.27
C  4.21375  -4.94916  1.44559  -0.62
C  4.35622  -3.95912  -0.86276  -0.64
C  5.41257  -2.76737  1.09300  -0.64
C  0.45467  -0.52238  0.29933  -0.20
C  0.54145  0.20863  -0.98911  0.82
O  0.73408  -0.31503  -2.05393  -0.59
O  0.35130  1.49893  -0.74871  -0.52
C  0.38971  2.48815  -1.80600  0.27
C  -0.73564  2.22606  -2.80568  -0.65
C  0.16143  3.81136  -1.07554  -0.62
C  1.75453  2.47045  -2.49163  -0.64
C  -2.56949  0.27952  -0.03968  0.37
O  -2.13257  -0.62447  -0.95232  -0.50
C  -2.86596  -0.82910  -2.13584  -0.25
C  -3.70528  1.06373  -0.19805  -0.42
H  -6.42899  1.73912  -0.54718  0.18
H  -5.42924  3.01588  -1.30113  0.18
H  -6.77358  3.45437  -0.22081  0.20
H  -3.61643  2.74367  2.73483  0.23
H  -1.74306  -0.41991  4.15760  0.20
H  -1.17479  0.92261  5.18817  0.19
H  -2.87248  0.88377  4.63900  0.17
H  3.36700  -5.55502  1.13481  0.22
H  4.10273  -4.71947  2.50181  0.22
H  5.12906  -5.51445  1.29782  0.21
H  5.26759  -4.51533  -1.06357  0.22
H  3.50227  -4.55396  -1.17957  0.21
H  4.37179  -3.03686  -1.43711  0.24
H  5.28877  -2.51072  2.14302  0.21
H  5.44442  -1.85206  0.50834  0.24
H  6.35283  -3.29712  0.96851  0.22
H  -1.69362  2.23701  -2.28875  0.21
H  -0.59429  1.26009  -3.28326  0.24
H  -0.73677  3.00052  -3.56802  0.22
H  -0.78238  3.77848  -0.53660  0.22
H  0.14201  4.63266  -1.78605  0.21
H  0.95827  3.98022  -0.35671  0.22
H  2.54261  2.59327  -1.75218  0.22
H  1.90835  1.52595  -3.00625  0.24
H  1.81432  3.28201  -3.21177  0.21
H  -3.86682  -1.21858  -1.92242  0.18
H  -2.94656  0.08629  -2.72946  0.18
H  -2.29922  -1.56861  -2.69870  0.21
H  -4.29175  0.98069  -1.09740  0.23

Results
**Net charge**: 0
**Energy above the lowest of the compared OMol25 structures with the same formula, charge and spin**: 0.000 eV
**Electronic energy**: -41153.366 eV
**HOMO-LUMO gap**: 8.9 eV
**SMILES**: COc1cc(OC)c(-c2noc(C(=O)OC(C)(C)C)c2C(=O)OC(C)(C)C)c(OC)c1


Computed, not measured: C22H30BCl31IO4P as an isolated structure at a distorted geometry, with ωB97M-V/def2-TZVPD.

Last column: Löwdin charge in e.
Element x y z (Å)
C  2.82190  3.65209  -2.98509  0.07
C  1.63570  3.57176  -2.69859  -0.34
C  0.11359  3.11055  -2.65143  -0.23
C  0.02100  1.62619  -2.09094  -0.18
C  1.01341  0.63163  -2.81678  -0.18
C  0.43314  -0.86003  -3.01820  -0.57
C  0.93228  -1.78427  -1.84313  -0.24
C  0.66070  -1.20024  -0.36691  -0.65
C  0.32730  -2.46267  0.55492  -0.22
I  2.56758  -0.41795  0.42556  0.84
O  -0.96521  -0.86751  -3.33842  -0.07
C  -1.77177  -1.72841  -2.56915  -0.32
O  -1.83596  -2.94293  -2.65063  0.13
B  -2.80476  -1.01079  -1.50694  -0.30
O  -2.76901  -1.21919  -0.10530  0.09
C  -3.92667  -0.04857  -2.19380  -0.15
C  -4.20063  1.28446  -1.37166  -0.14
P  1.32705  -1.52423  -4.59415  0.60
O  2.95533  -1.08240  -4.54118  -0.33
Cl  0.34999  -0.43478  -6.15213  0.19
H  3.92098  3.70769  -3.18993  0.07
H  -0.36579  3.11393  -3.67616  0.13
H  -0.40775  3.78802  -1.92657  0.06
H  -1.06375  1.31999  -2.09823  0.10
H  0.32852  1.67188  -0.99220  0.10
H  2.05366  0.59843  -2.37124  0.08
H  1.15164  1.03534  -3.87837  0.08
H  2.07053  -1.81357  -1.93029  0.08
H  0.62712  -2.87769  -1.93417  0.09
H  -0.14048  -0.41475  -0.33847  0.06
H  -0.76313  -2.75138  0.55362  0.07
H  0.57362  -2.15743  1.62302  -0.04
H  0.92957  -3.37948  0.30017  0.08
H  -2.21260  -0.56149  0.35611  0.10
H  -3.54653  0.23614  -3.23013  0.11
H  -4.86553  -0.67268  -2.37563  0.12
H  -5.18668  1.70446  -1.76211  0.08
H  -4.35751  1.09216  -0.26133  0.00
H  -3.42951  2.09807  -1.54378  0.07
H  3.05860  -0.10202  -4.49958  0.06
C  0.66733  -0.88393  4.79095  -1.50
Cl  1.69621  -2.31206  4.93833  0.52
Cl  1.65067  0.57760  4.64670  0.49
Cl  -0.41455  -1.03583  3.40039  0.57
H  0.06177  -0.80413  5.68946  0.02
C  2.77808  -5.72030  -4.75161  -1.51
Cl  3.52690  -6.34020  -3.27127  0.48
Cl  1.87958  -4.22833  -4.41816  0.49
Cl  4.00153  -5.44262  -5.99691  0.53
H  2.07857  -6.46640  -5.11965  0.02
C  -1.45561  -6.07178  -0.66236  -1.54
Cl  0.05017  -6.13384  -1.58537  0.52
Cl  -2.42997  -7.51645  -0.96272  0.53
Cl  -1.11972  -5.89665  1.06582  0.53
H  -2.02103  -5.20298  -0.99102  0.00
C  -7.60463  1.12509  1.41551  -1.52
Cl  -5.94686  1.70766  1.61406  0.55
Cl  -8.64768  2.41587  0.81057  0.49
Cl  -7.64584  -0.27059  0.32975  0.53
H  -7.97601  0.81280  2.38775  0.01
C  -9.54597  5.48502  3.14155  -1.53
Cl  -8.88029  3.98661  3.80566  0.50
Cl  -8.30876  6.74627  3.09422  0.53
Cl  -10.21549  5.21067  1.52717  0.50
H  -10.34960  5.81874  3.79180  0.01
C  4.77789  -9.72411  -1.38922  -1.54
Cl  5.83274  -10.99446  -0.75703  0.52
Cl  5.53340  -8.13661  -1.19924  0.50
Cl  4.38652  -10.02895  -3.08589  0.51
H  3.85337  -9.73259  -0.81864  0.02
C  -0.15800  7.22752  -2.55853  -1.48
Cl  0.81858  5.74986  -2.43926  0.69
Cl  0.88073  8.65510  -2.66910  0.52
Cl  -1.24603  7.14075  -3.95094  0.52
H  -0.76185  7.31440  -1.65897  0.02
C  2.72160  4.11303  3.14147  -1.52
Cl  3.81204  2.87004  3.77416  0.47
Cl  3.44130  5.72108  3.29723  0.50
Cl  2.31571  3.77497  1.45378  0.51
H  1.80487  4.09185  3.72461  0.02
C  5.36180  -2.40393  6.47043  -1.54
Cl  4.32182  -2.53830  7.89422  0.51
Cl  4.94261  -3.63718  5.27485  0.51
Cl  5.24316  -0.78719  5.76443  0.51
H  6.38976  -2.56602  6.78199  0.01
C  4.89081  6.44998  6.89523  -1.52
Cl  6.54023  7.07046  7.03888  0.52
Cl  3.81064  7.69892  6.25994  0.51
Cl  4.85384  5.01166  5.86801  0.48
H  4.54372  6.17120  7.88618  0.01

Results
**Net charge**: 0
**Electronic energy**: -437747.583 eV
**HOMO-LUMO gap**: 8.4 eV